No. 1
This record from the Open Molecules 2025 dataset describes a cluster of 2 separate species, H4O2 in total in a non-equilibrium geometry. The level of theory is wB97M-V/def2-TZVPD.

ORCA input file:
```
! wB97M-V def2-TZVPD RIJCOSX def2/J DEFGRID3
* xyz 0 1
O -0.497 1.407 -0.640
H -1.053 1.425 0.146
H -0.014 0.582 -0.711
O 0.286 -1.240 0.059
H 1.286 -1.214 0.196
H -0.008 -0.961 0.952
*
```

Results
- ΔE to the lowest compared entry with this formula, charge and spin (kJ/mol) = 20.6
- E (Eh) = -152.86708
- E_HOMO (eV) = -11.09
- max |F| (eV/A) = 2.5
- gap between HOMO and LUMO (eV) = 11.6
- SMILES = O.O

---

No. 2
This record from the Open Molecules 2025 dataset describes a cluster of 2 separate species, H4O2 in total in a non-equilibrium geometry. The level of theory is wB97M-V/def2-TZVPD.

ORCA input file:
```
! wB97M-V def2-TZVPD RIJCOSX def2/J DEFGRID3
* xyz 0 1
O 0.253 -0.115 1.687
H 0.012 0.021 0.699
H 0.486 -1.072 1.782
O -0.111 0.623 -1.046
H -1.001 0.459 -1.416
H 0.361 0.083 -1.707
*
```

Results
- ΔE to the lowest compared entry with this formula, charge and spin (kJ/mol) = 20.1
- E (Eh) = -152.86727
- E_HOMO (eV) = -10.69
- max |F| (eV/A) = 2.3
- gap between HOMO and LUMO (eV) = 11.2
- SMILES = O.O

---

No. 3
This record from the Open Molecules 2025 dataset describes a cluster of 2 separate species, H4O2 in total in a non-equilibrium geometry. The level of theory is wB97M-V/def2-TZVPD.

ORCA input file:
```
! wB97M-V def2-TZVPD RIJCOSX def2/J DEFGRID3
* xyz 0 1
O -1.346 -0.042 -0.209
H -2.096 -0.674 0.024
H -1.569 0.737 0.366
O 1.998 -0.074 -0.127
H 1.644 0.784 -0.226
H 1.370 -0.732 0.173
*
```

Results
- ΔE to the lowest compared entry with this formula, charge and spin (kJ/mol) = 28.4
- E (Eh) = -152.86412
- E_HOMO (eV) = -11.17
- max |F| (eV/A) = 2.4
- gap between HOMO and LUMO (eV) = 11.8
- SMILES = O.O

---

No. 4
This record from the Open Molecules 2025 dataset describes a cluster of 2 separate species, H4O2 in total in a non-equilibrium geometry. The level of theory is wB97M-V/def2-TZVPD.

ORCA input file:
```
! wB97M-V def2-TZVPD RIJCOSX def2/J DEFGRID3
* xyz 0 1
O -1.755 -0.876 0.776
H -1.052 -1.530 1.131
H -1.305 -0.113 0.309
O 1.689 0.780 -0.729
H 2.195 1.504 -1.041
H 0.685 0.909 -0.774
*
```

Results
- ΔE to the lowest compared entry with this formula, charge and spin (kJ/mol) = 52.4
- E (Eh) = -152.85499
- E_HOMO (eV) = -11.58
- max |F| (eV/A) = 3.3
- gap between HOMO and LUMO (eV) = 12.1
- SMILES = O.O

---

No. 5
This record from the Open Molecules 2025 dataset describes a cluster of 2 separate species, H4O2 in total in a non-equilibrium geometry. The level of theory is wB97M-V/def2-TZVPD.

ORCA input file:
```
! wB97M-V def2-TZVPD RIJCOSX def2/J DEFGRID3
* xyz 0 1
O -0.292 0.093 -2.567
H -0.364 0.892 -1.997
H -0.905 -0.559 -2.158
O 0.581 0.227 2.387
H 0.097 -0.517 2.812
H 0.883 -0.136 1.523
*
```

Results
- ΔE to the lowest compared entry with this formula, charge and spin (kJ/mol) = 23.8
- E (Eh) = -152.86587
- E_HOMO (eV) = -11.69
- max |F| (eV/A) = 1.2
- gap between HOMO and LUMO (eV) = 12.2
- SMILES = O.O

---

No. 6
This record from the Open Molecules 2025 dataset describes a cluster of 2 separate species, H4O2 in total in a non-equilibrium geometry. The level of theory is wB97M-V/def2-TZVPD.

ORCA input file:
```
! wB97M-V def2-TZVPD RIJCOSX def2/J DEFGRID3
* xyz 0 1
O 1.474 0.505 -0.789
H 0.817 -0.099 -1.156
H 2.324 0.178 -1.145
O -1.562 -0.133 0.640
H -1.249 -0.967 1.097
H -1.803 0.516 1.353
*
```

Results
- ΔE to the lowest compared entry with this formula, charge and spin (kJ/mol) = 24.3
- E (Eh) = -152.86567
- E_HOMO (eV) = -11.30
- max |F| (eV/A) = 1.9
- gap between HOMO and LUMO (eV) = 12.2
- SMILES = O.O

---

No. 7
This record from the Open Molecules 2025 dataset describes a cluster of 2 separate species, H4O2 in total in a non-equilibrium geometry. The level of theory is wB97M-V/def2-TZVPD.

ORCA input file:
```
! wB97M-V def2-TZVPD RIJCOSX def2/J DEFGRID3
* xyz 0 1
O 0.167 -1.349 1.207
H -0.871 -1.168 1.357
H 0.583 -0.632 0.337
O -0.281 0.842 -0.930
H 0.244 1.371 -0.117
H 0.158 0.937 -1.855
*
```

Results
- ΔE to the lowest compared entry with this formula, charge and spin (kJ/mol) = 177.7
- E (Eh) = -152.80725
- E_HOMO (eV) = -10.76
- max |F| (eV/A) = 5.9
- gap between HOMO and LUMO (eV) = 11.1
- SMILES = O.O

---

No. 8
This record from the Open Molecules 2025 dataset describes a structure of composition H4O2Rb. The level of theory is wB97M-V/def2-TZVPD.

ORCA input file:
```
! wB97M-V def2-TZVPD RIJCOSX def2/J DEFGRID3
* xyz 1 1
Rb -1.716 1.196 0.838
O 1.132 1.108 0.965
H 1.153 1.118 0.001
H 1.740 0.403 1.223
O -0.793 -0.938 -0.804
H -0.200 -1.144 -1.538
H -1.316 -1.743 -0.685
*
```

Results
- ΔE to the lowest compared entry with this formula, charge and spin (kJ/mol) = 20.9
- E (Eh) = -176.77773
- E_HOMO (eV) = -15.97
- max |F| (eV/A) = 0.4
- gap between HOMO and LUMO (eV) = 12.1

---

No. 9
This record from the Open Molecules 2025 dataset describes the molecule H4OP2 in a non-equilibrium geometry. The level of theory is wB97M-V/def2-TZVPD.

ORCA input file:
```
! wB97M-V def2-TZVPD RIJCOSX def2/J DEFGRID3
* xyz 0 1
O 0.167 -0.710 -1.005
P 1.078 0.920 -1.234
P -0.030 -0.348 0.493
H -0.112 1.641 -1.344
H 0.825 -0.848 1.602
H -0.916 0.702 0.752
H -1.013 -1.358 0.736
*
```

Results
- ΔE to the lowest compared entry with this formula, charge and spin (kJ/mol) = 165.8
- E (Eh) = -760.23841
- E_HOMO (eV) = -7.76
- max |F| (eV/A) = 1.8
- gap between HOMO and LUMO (eV) = 7.9
- SMILES = O1P[PH3]1

---

No. 10
This record from the Open Molecules 2025 dataset describes the molecule H4OP2S in a non-equilibrium geometry. The level of theory is wB97M-V/def2-TZVPD.

ORCA input file:
```
! wB97M-V def2-TZVPD RIJCOSX def2/J DEFGRID3
* xyz 0 1
P -0.658 -0.135 1.819
O 0.300 0.402 0.519
P 0.224 0.500 -1.042
S 1.766 1.261 -1.771
H -1.241 -1.178 0.987
H 0.525 -0.802 2.197
H 0.188 -0.829 -1.357
H -1.106 0.781 -1.352
*
```

Results
- ΔE to the lowest compared entry with this formula, charge and spin (kJ/mol) = 52.9
- E (Eh) = -1158.51380
- E_HOMO (eV) = -9.10
- max |F| (eV/A) = 1.8
- gap between HOMO and LUMO (eV) = 9.3
- SMILES = PO[PH2]=S

---

No. 11
This record from the Open Molecules 2025 dataset describes a cluster of 2 separate species, H4OS in total in a non-equilibrium geometry. The level of theory is wB97M-V/def2-TZVPD.

ORCA input file:
```
! wB97M-V def2-TZVPD RIJCOSX def2/J DEFGRID3
* xyz 0 1
O 0.655 -1.000 0.309
H 0.108 -1.794 0.112
H 0.592 -0.892 1.286
S -0.436 1.796 -0.824
H -0.807 0.583 -1.272
H -0.113 1.307 0.388
*
```

Results
- ΔE to the lowest compared entry with this formula, charge and spin (kJ/mol) = 15.1
- E (Eh) = -475.80533
- E_HOMO (eV) = -9.37
- max |F| (eV/A) = 1.3
- gap between HOMO and LUMO (eV) = 9.9
- SMILES = O.S

---

No. 12
This record from the Open Molecules 2025 dataset describes a cluster of 2 separate species, H4S2 in total. The level of theory is wB97M-V/def2-TZVPD.

ORCA input file:
```
! wB97M-V def2-TZVPD RIJCOSX def2/J DEFGRID3
* xyz 0 1
S -2.449 0.844 -0.479
H -3.051 -0.035 0.329
H -2.629 1.887 0.334
S 2.816 -0.335 -0.317
H 2.262 -1.478 -0.750
H 3.051 -0.883 0.883
*
```

Results
- ΔE to the lowest compared entry with this formula, charge and spin (kJ/mol) = 5.7
- E (Eh) = -798.74724
- E_HOMO (eV) = -9.69
- max |F| (eV/A) = 0.3
- gap between HOMO and LUMO (eV) = 10.6
- SMILES = S.S

---

No. 13
This record from the Open Molecules 2025 dataset describes a cluster of 2 separate species, H4S2 in total. The level of theory is wB97M-V/def2-TZVPD.

ORCA input file:
```
! wB97M-V def2-TZVPD RIJCOSX def2/J DEFGRID3
* xyz 0 1
S -7.731 9.680 -5.565
H -9.023 9.307 -5.504
H -7.422 8.974 -4.462
S -1.898 12.456 -6.519
H -3.037 11.743 -6.591
H -2.023 12.620 -5.189
*
```

Results
- ΔE to the lowest compared entry with this formula, charge and spin (kJ/mol) = 4.7
- E (Eh) = -798.74761
- E_HOMO (eV) = -9.77
- max |F| (eV/A) = 0.3
- gap between HOMO and LUMO (eV) = 10.5
- SMILES = S.S

---

No. 14
This record from the Open Molecules 2025 dataset describes a cluster of 2 separate species, H4S2Si in total in a non-equilibrium geometry. The level of theory is wB97M-V/def2-TZVPD.

ORCA input file:
```
! wB97M-V def2-TZVPD RIJCOSX def2/J DEFGRID3
* xyz 0 3
Si 2.770 0.364 -0.074
S -3.329 0.180 -0.229
S 1.821 -1.296 -0.670
H 3.167 0.247 1.285
H 3.043 1.708 -0.517
H -2.896 -1.072 -0.098
H -4.576 -0.132 0.305
*
```

Results
- ΔE to the lowest compared entry with this formula, charge and spin (kJ/mol) = 54.3
- expectation value of S² = 2.0046
- E (Eh) = -1088.12618
- E_HOMO (alpha / beta) (eV) = -6.48 / -9.79
- max |F| (eV/A) = 2.3
- gap between HOMO and LUMO (alpha / beta) (eV) = 7.0 / 6.5

---

No. 15
This record from the Open Molecules 2025 dataset describes a cluster of 2 separate species, H4S3 in total in a non-equilibrium geometry. The level of theory is wB97M-V/def2-TZVPD.

ORCA input file:
```
! wB97M-V def2-TZVPD RIJCOSX def2/J DEFGRID3
* xyz 0 1
S 0.730 1.947 0.233
S 1.209 1.196 2.001
H 1.840 2.668 -0.188
H 1.638 -0.151 1.982
S -1.688 -1.337 -1.324
H -1.824 -2.131 -2.425
H -1.905 -2.193 -0.280
*
```

Results
- ΔE to the lowest compared entry with this formula, charge and spin (kJ/mol) = 49.1
- E (Eh) = -1196.91961
- E_HOMO (eV) = -9.53
- max |F| (eV/A) = 2.3
- gap between HOMO and LUMO (eV) = 9.9
- SMILES = SS.S

---

No. 16
This record from the Open Molecules 2025 dataset describes a cluster of 2 separate species, H4S3 in total in a non-equilibrium geometry. The level of theory is wB97M-V/def2-TZVPD.

ORCA input file:
```
! wB97M-V def2-TZVPD RIJCOSX def2/J DEFGRID3
* xyz 1 2
S 1.410 -2.753 -1.258
H 2.427 -1.994 -0.860
H 0.709 -1.694 -1.780
S -0.647 0.907 -0.264
S -0.853 1.890 1.603
H -1.319 -0.086 0.326
H -0.808 3.112 1.095
*
```

Results
- ΔE to the lowest compared entry with this formula, charge and spin (kJ/mol) = 51.0
- expectation value of S² = 0.7547
- E (Eh) = -1196.59432
- E_HOMO (alpha / beta) (eV) = -12.99 / -12.87
- max |F| (eV/A) = 2.7
- gap between HOMO and LUMO (alpha / beta) (eV) = 6.6 / 3.6

---

No. 17
This record from the Open Molecules 2025 dataset describes a cluster of 25 separate species, H50O25 in total in a non-equilibrium geometry. The level of theory is wB97M-V/def2-TZVPD.

ORCA input file:
```
! wB97M-V def2-TZVPD RIJCOSX def2/J DEFGRID3
* xyz 0 1
O -19.814 16.768 -6.242
H -19.244 16.246 -5.677
H -19.875 17.616 -5.803
O -17.823 15.472 -8.950
H -18.373 15.218 -8.209
H -17.403 14.657 -9.227
O -11.733 19.356 -5.753
H -12.031 19.080 -6.620
H -10.894 18.911 -5.634
O -20.989 15.237 -8.036
H -20.668 15.867 -7.391
H -21.165 14.444 -7.529
O -19.952 13.392 -10.432
H -19.993 13.502 -9.482
H -19.649 12.493 -10.556
O -15.836 18.125 -12.795
H -16.141 17.921 -13.679
H -16.471 17.700 -12.218
O -17.960 22.488 -11.367
H -18.072 23.418 -11.564
H -17.711 22.466 -10.443
O -20.102 20.907 -6.239
H -20.145 20.353 -5.459
H -19.873 20.306 -6.948
O -19.523 19.066 -8.135
H -18.720 19.029 -8.655
H -19.584 18.204 -7.725
O -13.959 18.820 -10.746
H -14.901 18.659 -10.683
H -13.730 18.559 -11.638
O -12.126 15.148 -9.419
H -11.968 14.228 -9.633
H -11.341 15.603 -9.723
O -18.020 15.393 -4.967
H -17.759 14.530 -5.289
H -17.226 15.752 -4.572
O -21.557 15.767 -10.984
H -21.005 15.032 -10.716
H -22.103 15.949 -10.220
O -12.542 18.290 -8.156
H -13.163 17.632 -7.844
H -12.981 18.699 -8.902
O -12.121 15.316 -6.496
H -12.873 15.779 -6.126
H -12.239 15.385 -7.443
O -16.776 18.149 -9.236
H -17.284 17.342 -9.316
H -16.057 17.922 -8.647
O -18.209 16.556 -12.116
H -17.911 15.700 -12.426
H -18.506 16.397 -11.220
O -21.473 20.623 -9.438
H -21.415 21.510 -9.084
H -21.091 20.068 -8.757
O -11.076 17.768 -10.626
H -11.754 18.066 -11.231
H -11.482 17.828 -9.761
O -16.519 13.090 -9.966
H -16.887 12.237 -9.735
H -15.787 13.208 -9.361
O -14.948 18.845 -3.282
H -15.425 18.914 -4.109
H -15.340 19.515 -2.722
O -14.313 13.088 -8.359
H -13.889 12.230 -8.327
H -13.598 13.702 -8.528
O -17.404 14.041 -12.810
H -17.028 13.321 -13.316
H -17.065 13.915 -11.924
O -14.697 16.456 -7.910
H -15.111 15.877 -7.270
H -14.638 15.929 -8.707
O -14.226 20.554 -13.852
H -14.289 21.335 -13.301
H -14.585 19.850 -13.311
*
```

Results
- ΔE to the lowest compared entry with this formula, charge and spin (kJ/mol) = 379.4
- E (Eh) = -1910.99510
- E_HOMO (eV) = -10.26
- max |F| (eV/A) = 1.2
- gap between HOMO and LUMO (eV) = 8.9

---

No. 18
This record from the Open Molecules 2025 dataset describes a cluster of 28 separate species, H56O28 in total in a non-equilibrium geometry. The level of theory is wB97M-V/def2-TZVPD.

ORCA input file:
```
! wB97M-V def2-TZVPD RIJCOSX def2/J DEFGRID3
* xyz 0 1
O -3.320 -4.323 -0.817
H -2.986 -4.739 -1.611
H -2.542 -3.971 -0.384
O 1.502 -0.045 -1.435
H 1.188 -0.558 -2.180
H 1.558 0.851 -1.768
O -1.264 2.322 -1.642
H -0.974 1.710 -0.965
H -2.174 2.514 -1.418
O -0.778 0.133 -0.125
H -0.577 0.537 0.720
H 0.064 -0.198 -0.438
O 0.905 -1.538 4.645
H 0.077 -1.115 4.873
H 0.885 -1.604 3.691
O -3.318 -1.103 0.826
H -3.878 -0.422 1.198
H -2.582 -0.626 0.443
O -0.423 0.100 -5.645
H 0.077 -0.710 -5.551
H -0.960 0.144 -4.853
O -2.540 2.449 3.138
H -2.614 1.607 3.589
H -3.291 2.954 3.449
O -0.925 -4.399 3.771
H -0.542 -5.236 3.507
H -0.422 -3.742 3.290
O 3.430 -3.611 -2.872
H 4.287 -3.691 -3.291
H 3.192 -2.691 -2.985
O 3.165 1.232 0.261
H 2.670 0.483 -0.070
H 2.985 1.934 -0.365
O 0.969 -2.482 -4.589
H 1.695 -2.021 -4.168
H 1.106 -2.341 -5.525
O -1.301 -0.003 -3.189
H -1.577 0.696 -2.596
H -1.983 -0.670 -3.108
O 1.287 2.218 -2.810
H 0.365 2.408 -2.638
H 1.385 2.343 -3.754
O -0.223 2.049 1.698
H 0.295 2.848 1.800
H -0.949 2.154 2.314
O -4.732 1.451 1.358
H -4.015 1.703 1.940
H -5.465 2.004 1.627
O 0.522 4.776 1.745
H -0.159 5.186 2.279
H 1.343 5.028 2.168
O 0.965 -4.420 -2.567
H 0.698 -4.104 -3.430
H 1.877 -4.141 -2.481
O -0.568 -4.162 -0.105
H 0.190 -4.265 -0.680
H -0.557 -4.943 0.448
O 3.240 -3.228 0.489
H 3.628 -2.979 1.328
H 3.990 -3.388 -0.084
O -3.935 2.614 -1.170
H -4.653 3.009 -1.665
H -4.233 2.633 -0.260
O -1.069 3.609 5.310
H -1.852 4.096 5.567
H -1.335 3.118 4.533
O -1.756 -0.960 5.026
H -2.593 -1.187 4.621
H -1.995 -0.555 5.859
O 3.280 -1.062 -3.571
H 3.996 -0.659 -3.081
H 3.464 -0.848 -4.486
O 0.913 -2.532 1.927
H 1.759 -2.781 1.556
H 0.311 -2.545 1.183
O -1.228 5.118 -0.673
H -0.447 5.151 -0.122
H -1.418 4.185 -0.766
O 2.630 3.951 -0.284
H 2.512 3.869 -1.230
H 1.978 4.599 -0.016
O 4.535 0.230 2.147
H 5.336 0.065 1.649
H 3.899 0.515 1.491
*
```

Results
- ΔE to the lowest compared entry with this formula, charge and spin (kJ/mol) = 357.5
- E (Eh) = -2140.31120
- E_HOMO (eV) = -9.49
- max |F| (eV/A) = 1.5
- gap between HOMO and LUMO (eV) = 8.6